(1)
# C49H68F15N2O19S

A 6-piece molecular cluster, C49H68F15N2O19S overall in a non-equilibrium geometry (ωB97M-V with the def2-TZVPD basis set, the OMol25 dataset).

Structure (ORCA input):
```
! wB97M-V def2-TZVPD RIJCOSX def2/J DEFGRID3
* xyz 1 1
C 6.411 -3.871 7.332
C 5.559 -2.991 6.243
O 5.289 -1.706 6.586
N 5.078 -3.479 4.881
C 3.823 -4.356 5.025
C 2.595 -3.555 5.758
C 1.180 -3.551 4.866
C 0.179 -2.496 5.666
C -0.404 -1.283 4.728
C 0.589 -0.368 3.743
C 2.226 -0.559 3.650
O 2.943 -0.146 4.701
O 2.752 -1.192 2.427
C 3.955 -0.513 1.922
C 3.673 0.707 0.864
C 5.024 1.201 0.030
S 5.821 2.669 0.956
O 4.791 3.824 1.190
O 6.980 3.291 0.113
O 6.358 2.009 2.461
C -0.038 0.860 2.798
O 0.772 1.730 1.931
C -1.662 1.071 2.891
N -2.589 0.238 3.802
C -4.060 0.615 3.730
C -4.186 2.167 4.314
C -3.292 2.386 5.691
O -3.689 1.457 6.768
C -2.027 -0.880 4.705
C -3.021 -1.754 5.729
O -3.487 -3.022 5.132
C -4.783 -2.826 4.414
C -6.184 -2.402 5.209
C -7.628 -2.124 4.487
C -9.010 -1.655 5.269
C -7.718 -2.280 2.857
C -6.355 -2.725 2.014
C -4.887 -3.009 2.754
C -3.579 -3.422 1.809
C -4.024 -3.955 0.300
C -2.722 -4.694 2.476
H 7.109 -4.690 6.871
H 5.744 -4.345 8.189
H 7.133 -3.102 7.889
H 4.839 -2.582 4.363
H 4.144 -5.235 5.758
H 3.526 -4.880 4.005
H 2.838 -2.421 6.008
H 2.401 -4.067 6.818
H 0.804 -4.660 4.879
H 1.392 -3.232 3.747
H 0.777 -1.982 6.562
H -0.640 -3.164 6.180
H 4.575 -1.341 1.327
H 4.677 -0.105 2.749
H 3.351 1.654 1.515
H 2.851 0.446 0.048
H 4.630 1.667 -0.991
H 5.816 0.351 -0.122
H 6.844 1.158 2.170
H 0.412 1.566 1.000
H -2.125 1.942 2.221
H -4.478 0.517 2.617
H -4.767 -0.037 4.395
H -5.316 2.461 4.558
H -3.820 2.900 3.477
H -2.133 2.273 5.461
H -3.464 3.479 6.104
H -3.528 1.865 7.681
H -3.913 -1.062 6.117
H -2.439 -2.062 6.724
H -6.067 -2.309 6.392
H -8.658 -0.889 6.112
H -9.665 -1.000 4.518
H -9.613 -2.537 5.748
H -8.744 -2.046 2.336
H -6.508 -2.801 0.833
H -2.868 -2.499 1.644
H -4.920 -4.724 0.458
H -4.454 -3.097 -0.388
H -3.138 -4.524 -0.257
H -3.421 -5.115 3.331
H -2.529 -5.532 1.663
H -1.723 -4.258 2.939
C -3.430 2.767 -3.705
C -1.992 2.943 -3.253
O -1.721 2.137 -2.097
C -1.479 0.807 -2.332
O -1.489 0.298 -3.451
C -1.159 0.079 -1.029
F -2.031 0.386 -0.025
F 0.084 0.388 -0.560
F -1.191 -1.279 -1.155
H -4.120 2.975 -2.881
H -3.659 3.438 -4.537
H -3.623 1.739 -4.028
H -1.827 3.986 -2.958
H -1.282 2.721 -4.058
C 0.344 8.109 -6.245
C -0.622 8.032 -7.413
O -1.087 6.686 -7.600
C -2.082 6.269 -6.754
O -2.572 6.973 -5.874
C -2.514 4.844 -7.092
F -1.456 4.001 -7.273
F -3.245 4.788 -8.242
F -3.286 4.276 -6.122
H 1.166 7.399 -6.380
H 0.757 9.117 -6.150
H -0.149 7.848 -5.303
H -0.105 8.320 -8.335
H -1.466 8.721 -7.289
C 7.942 4.607 -2.888
C 6.691 4.012 -3.508
O 5.929 5.023 -4.184
C 6.372 5.379 -5.432
O 7.361 4.889 -5.972
C 5.448 6.423 -6.055
F 5.136 7.433 -5.193
F 4.260 5.884 -6.454
F 5.984 7.020 -7.158
H 7.684 5.444 -2.231
H 8.483 3.854 -2.309
H 8.617 5.003 -3.655
H 6.049 3.606 -2.718
H 6.928 3.184 -4.187
C -2.956 -2.245 -4.407
C -3.922 -2.322 -5.575
O -4.387 -3.668 -5.762
C -5.382 -4.085 -4.917
O -5.872 -3.381 -4.036
C -5.814 -5.510 -5.254
F -4.756 -6.353 -5.435
F -6.545 -5.567 -6.404
F -6.586 -6.078 -4.285
H -2.134 -2.955 -4.542
H -2.543 -1.237 -4.312
H -3.449 -2.506 -3.465
H -3.405 -2.034 -6.497
H -4.766 -1.633 -5.452
C 2.967 -3.609 -2.650
C 4.081 -3.746 -3.672
O 4.260 -2.520 -4.397
C 4.974 -1.540 -3.758
O 5.446 -1.662 -2.630
C 5.129 -0.314 -4.655
F 3.959 0.055 -5.251
F 6.019 -0.528 -5.666
F 5.574 0.786 -3.983
H 2.044 -3.271 -3.132
H 2.780 -4.563 -2.151
H 3.217 -2.864 -1.887
H 3.811 -4.513 -4.406
H 5.022 -4.064 -3.207
*
```

HOMO level: -10.62 eV
strongest force on any atom: 0.1740 hartree/bohr
DFT total energy: -145362.9953 eV


(2)
# C6H15N3O

C6H15N3O as an isolated structure in a non-equilibrium geometry (ωB97M-V with the def2-TZVPD basis set, the OMol25 dataset).

Structure (ORCA input):
```
! wB97M-V def2-TZVPD RIJCOSX def2/J DEFGRID3
* xyz 2 1
C 4.383 -2.372 0.444
C 4.670 -0.937 0.495
C 2.318 0.305 -0.212
C 2.014 2.612 -1.514
C 1.490 1.104 -1.292
C -9.880 0.012 1.117
N 3.573 0.293 -0.507
N 5.795 -0.397 0.891
N -10.701 -0.646 0.391
O 1.559 -0.157 0.719
H 3.509 -2.723 0.016
H 4.518 -2.797 1.477
H 3.113 2.558 -1.536
H 1.476 3.030 -2.466
H 1.692 3.212 -0.639
H 0.406 1.037 -0.984
H 1.619 0.544 -2.304
H -9.615 -0.274 2.132
H -9.543 0.914 0.674
H 6.106 0.514 0.551
H 1.979 -0.534 1.471
H 6.606 -0.974 1.102
H -11.189 -1.421 0.688
H 5.135 -2.794 -0.177
H -11.032 -0.109 -0.537
*
```

relative energy (zero: lowest compared OMol25 entry of this formula, charge and spin): 365.5 kJ/mol
HOMO level: -15.57 eV
strongest force on any atom: 0.1062 hartree/bohr
DFT total energy: -12964.2019 eV


(3)
# C22H27N3O2

One molecule with the formula C22H27N3O2 in a non-equilibrium geometry (ωB97M-V with the def2-TZVPD basis set, the OMol25 dataset).

Structure (ORCA input):
```
! wB97M-V def2-TZVPD RIJCOSX def2/J DEFGRID3
* xyz 0 1
C -6.660 -2.465 0.790
H -7.143 -1.588 0.933
H -6.001 -2.662 1.571
H -7.335 -3.305 0.415
C -5.720 -2.358 -0.599
C -4.863 -1.154 -0.027
C -3.695 -1.461 0.733
C -2.785 -0.286 0.824
C -3.157 1.041 0.594
C -4.264 1.241 0.037
C -5.206 0.456 -0.309
H -6.184 0.579 -0.927
H -4.562 2.129 -0.272
C -2.120 2.203 1.090
N -1.049 2.145 -0.029
C 0.068 1.565 0.584
O 0.363 1.030 1.643
C 1.202 1.453 -0.522
H 1.481 2.593 -1.135
C 0.896 0.487 -1.537
H 1.720 0.374 -2.442
H -0.086 0.783 -2.074
C 0.725 -0.784 -0.903
C 1.785 -1.216 0.175
O 2.022 -2.256 0.089
N 2.688 -0.238 0.475
C 2.567 0.938 0.066
H 3.425 1.483 -0.656
H 2.627 1.705 1.070
C 3.692 -0.613 1.505
C 5.018 -0.427 0.717
N 5.787 0.432 0.971
C 7.033 0.568 0.531
C 7.416 -0.506 -0.463
C 6.553 -1.483 -0.790
C 5.391 -1.298 -0.143
H 4.680 -2.285 -0.586
H 6.885 -2.128 -1.265
H 8.395 -0.234 -0.876
H 7.509 1.486 0.917
H 3.713 0.073 2.412
H 3.314 -1.505 2.052
H 0.543 -1.753 -1.653
H -0.242 -1.026 -0.346
C -1.498 2.740 -1.270
H -0.358 2.864 -1.796
H -1.898 3.481 -1.019
H -1.874 1.816 -1.716
H -2.614 3.180 0.955
H -1.833 1.992 2.085
H -1.809 -0.475 1.407
H -3.303 -2.314 0.720
H -6.129 -1.845 -1.435
H -5.109 -3.168 -0.572
*
```

relative energy (zero: lowest compared OMol25 entry of this formula, charge and spin): 1937.1 kJ/mol
HOMO level: -8.10 eV
structure (SMILES): CCc1ccc(CN(C)C(=O)[C@@H]2CCC(=O)N(Cc3ccccn3)C2)cc1
strongest force on any atom: 0.3785 hartree/bohr
DFT total energy: -31799.6546 eV


(4)
# H26O13

A 13-piece molecular cluster, H26O13 overall in a non-equilibrium geometry (ωB97M-V with the def2-TZVPD basis set, the OMol25 dataset).

Structure (ORCA input):
```
! wB97M-V def2-TZVPD RIJCOSX def2/J DEFGRID3
* xyz 0 1
O 4.098 -0.434 -0.762
H 4.264 -0.264 0.154
H 3.852 0.492 -1.074
O -0.295 -2.052 1.140
H -1.095 -1.983 1.606
H -0.523 -2.293 0.181
O 1.535 2.220 3.199
H 2.416 2.281 2.820
H 1.436 1.351 3.378
O -2.103 -0.309 -2.178
H -1.686 0.294 -1.536
H -1.480 -0.027 -2.835
O -2.642 0.361 0.498
H -2.072 0.824 0.927
H -3.086 0.716 -0.193
O 0.808 -1.867 -1.677
H 0.060 -1.738 -1.227
H 0.998 -2.811 -1.999
O -3.303 -1.983 -0.007
H -2.671 -1.641 -0.787
H -4.172 -1.601 -0.104
O -0.206 0.564 1.826
H 0.203 1.407 2.312
H 0.201 -0.168 2.099
O 0.044 1.426 -2.634
H 0.699 1.518 -3.372
H 0.615 1.246 -1.743
O 1.165 2.634 0.643
H 1.415 2.532 -0.294
H 0.938 1.805 0.910
O -0.617 -4.088 -0.623
H -1.271 -4.231 -1.297
H -0.911 -4.364 0.238
O 2.185 0.465 -1.720
H 2.037 -0.496 -1.941
H 2.490 0.901 -2.497
O -0.834 3.124 2.554
H -1.294 2.343 2.325
H -0.047 3.410 1.875
*
```

relative energy (zero: lowest compared OMol25 entry of this formula, charge and spin): 613.6 kJ/mol
HOMO level: -10.29 eV
strongest force on any atom: 0.1641 hartree/bohr
DFT total energy: -27035.5872 eV


(5)
# C27H39BN9RuS

C27H39BN9RuS as an isolated structure in a non-equilibrium geometry (ωB97M-V with the def2-TZVPD basis set, the OMol25 dataset).

Structure (ORCA input):
```
! wB97M-V def2-TZVPD RIJCOSX def2/J DEFGRID3
* xyz 2 2
Ru -0.196 0.356 -0.166
C 3.930 3.108 -1.578
C 2.689 2.418 -1.024
C 2.268 3.041 0.317
C 1.524 2.504 -1.963
C 1.309 3.309 -3.082
C 0.000 3.062 -3.463
N -0.521 2.158 -2.628
N 0.406 1.811 -1.725
B -1.968 1.675 -2.484
N -2.469 2.179 -1.121
C -3.550 2.908 -0.834
C -3.596 3.112 0.532
C -2.482 2.448 1.047
N -1.804 1.905 0.019
C -2.073 2.280 2.485
C -1.761 0.806 2.769
C -3.178 2.752 3.430
N -1.938 0.135 -2.435
C -2.183 -0.704 -3.446
C -2.337 -1.982 -2.932
C -2.164 -1.847 -1.552
N -1.914 -0.556 -1.277
C -2.408 -2.862 -0.477
C -2.328 -4.294 -1.004
C -1.486 -2.676 0.727
H 4.771 2.961 -0.902
H 3.761 4.181 -1.682
H 4.199 2.702 -2.552
H 2.905 1.356 -0.858
H 2.067 4.106 0.200
H 3.060 2.923 1.059
H 1.347 2.554 0.669
H 1.999 3.993 -3.543
H -0.575 3.472 -4.276
H -2.658 2.056 -3.371
H -4.223 3.245 -1.604
H -4.336 3.655 1.091
H -1.175 2.882 2.665
H -2.639 0.193 2.557
H -1.477 0.653 3.810
H -0.938 0.459 2.131
H -4.101 2.202 3.247
H -3.368 3.817 3.305
H -2.880 2.580 4.463
H -2.262 -0.349 -4.460
H -2.542 -2.883 -3.481
H -3.437 -2.683 -0.144
H -1.353 -4.488 -1.456
H -3.105 -4.493 -1.740
H -2.461 -4.996 -0.182
H -0.501 -3.078 0.503
H -1.877 -3.203 1.595
H -1.382 -1.615 0.990
N 0.956 -1.185 -1.369
C 1.362 -2.263 -1.372
C 1.860 -3.591 -1.373
C 2.100 -4.285 -2.562
C 2.495 -5.608 -2.509
C 2.637 -6.246 -1.284
C 2.422 -5.549 -0.100
C 2.057 -4.219 -0.134
H 1.967 -3.788 -3.514
H 2.692 -6.145 -3.426
H 2.926 -7.287 -1.245
H 2.546 -6.049 0.851
H 1.909 -3.656 0.777
C 2.237 2.268 4.302
N 1.853 1.508 3.119
C 1.911 0.192 3.030
N 2.317 -0.527 4.068
S 1.480 -0.644 1.585
H 2.022 3.318 4.132
H 3.305 2.170 4.507
H 1.670 1.937 5.174
H 1.596 2.017 2.290
H 2.703 -0.092 4.892
H 2.394 -1.527 3.989
*
```

HOMO level (spin up / spin down): -14.32 / -14.33 eV
⟨S²⟩: 0.79
strongest force on any atom: 0.0603 hartree/bohr
DFT total energy: -56124.4489 eV


(6)
# C6H12N2

A 2-piece molecular cluster, C6H12N2 overall in a non-equilibrium geometry (ωB97M-V with the def2-TZVPD basis set, the OMol25 dataset).

Structure (ORCA input):
```
! wB97M-V def2-TZVPD RIJCOSX def2/J DEFGRID3
* xyz 0 1
C 1.226 1.684 0.161
C 0.691 -1.320 -1.653
C 1.329 0.365 -0.551
C 2.399 -0.471 -0.558
N 0.287 -0.133 -1.279
N 1.936 -1.610 -1.226
H 0.014 -2.001 -2.142
H 2.400 -2.382 -1.676
H 3.431 -0.450 -0.264
H 0.533 1.570 0.995
H 0.976 2.418 -0.603
H 2.157 2.006 0.628
C -2.041 0.016 1.810
C -2.319 0.095 0.291
H -2.814 -0.527 2.338
H -1.103 -0.542 1.877
H -1.921 1.028 2.186
H -2.922 0.973 0.081
H -2.785 -0.839 0.000
H -1.475 0.119 -0.414
*
```

relative energy (zero: lowest compared OMol25 entry of this formula, charge and spin): 56.2 kJ/mol
HOMO level: -8.79 eV
structure (SMILES): Cc1c[nH]cn1.CC
strongest force on any atom: 0.0355 hartree/bohr
DFT total energy: -9396.2670 eV